Entry from the OMol25 dataset: C30H35AsFeN8O5S3 as an isolated structure in a non-equilibrium geometry (ωB97M-V/def2-TZVPD).

Last column: Mulliken spin population.
Geometry (Å):
Fe1 -0.382 1.738 0.343  0.097
O1 3.298 1.835 4.115  0.005
C1 2.171 1.771 4.825  0.040
C2 2.276 1.780 6.220  -0.013
C3 1.154 1.705 7.015  0.022
C4 -0.110 1.594 6.440  -0.001
C5 -0.234 1.580 5.072  0.007
C6 0.888 1.677 4.235  -0.029
C7 0.677 1.672 2.790  -0.039
O2 -0.499 1.504 2.307  0.127
N1 1.734 1.833 2.005  0.287
N2 1.489 1.892 0.708  0.412
C8 2.428 2.039 -0.218  -0.026
S1 3.385 0.677 -0.781  0.050
C9 4.404 1.618 -1.967  0.002
C10 3.644 2.850 -2.403  0.006
S2 2.749 3.561 -0.979  0.024
H1 3.079 1.839 3.159  0.004
H2 3.263 1.842 6.648  0.000
H3 1.251 1.724 8.090  0.001
H4 -0.985 1.512 7.068  0.000
H5 -1.206 1.497 4.607  -0.003
H6 4.601 0.966 -2.819  0.001
H7 5.343 1.862 -1.470  0.002
H8 2.879 2.618 -3.146  0.000
H9 4.317 3.615 -2.782  0.001
N3 0.853 -3.911 -4.737  0.000
C11 0.578 -2.618 -4.419  0.000
C12 1.423 -1.903 -3.556  0.000
C13 1.119 -0.602 -3.217  -0.003
C14 -0.021 -0.001 -3.725  0.001
C15 -0.875 -0.690 -4.567  0.000
C16 -0.577 -1.990 -4.912  0.000
S3 -0.291 1.698 -3.278  0.000
O3 0.989 2.353 -3.335  0.000
O4 -1.375 2.292 -3.994  0.000
N4 -0.649 1.646 -1.650  0.001
C17 -1.867 1.227 -1.352  -0.002
N5 -2.313 1.506 -0.101  -0.001
C18 -3.509 1.056 0.254  0.000
C19 -4.319 0.360 -0.631  -0.001
C20 -3.788 0.125 -1.894  -0.001
N6 -2.579 0.523 -2.238  0.000
H10 1.757 -4.290 -4.511  0.000
H11 0.369 -4.329 -5.511  0.000
H12 2.323 -2.374 -3.186  0.000
H13 1.769 -0.020 -2.583  0.002
H14 -1.745 -0.181 -4.945  0.000
H15 -1.228 -2.535 -5.576  0.000
H16 -3.811 1.272 1.271  0.000
H17 -5.302 0.021 -0.357  0.000
H18 -4.337 -0.410 -2.659  0.000
N7 -2.311 4.492 1.672  0.000
C21 -1.352 4.705 0.748  -0.002
N8 -1.342 5.892 0.115  0.000
O5 -0.505 3.836 0.500  -0.002
H19 -3.049 5.144 1.865  0.000
H20 -2.320 3.591 2.120  0.000
H21 -1.926 6.658 0.397  0.000
H22 -0.602 6.061 -0.545  0.000
C22 1.411 -1.767 0.848  -0.002
As1 -0.297 -0.864 0.422  0.024
C23 -1.233 -1.422 2.058  -0.002
C24 -1.183 -2.200 -0.825  0.005
C25 -0.941 -3.613 -0.437  -0.001
C26 -1.842 -4.306 0.370  0.001
C27 -1.616 -5.627 0.714  -0.001
C28 -0.483 -6.280 0.258  0.001
C29 0.427 -5.601 -0.537  -0.001
C30 0.200 -4.281 -0.877  0.001
H23 1.241 -2.755 1.276  0.000
H24 1.944 -1.152 1.575  0.003
H25 2.037 -1.859 -0.037  0.000
H26 -1.184 -2.505 2.175  0.000
H27 -2.277 -1.113 2.020  0.000
H28 -0.769 -0.952 2.922  -0.001
H29 -0.814 -2.002 -1.833  0.000
H30 -2.253 -1.967 -0.789  0.000
H31 -2.744 -3.812 0.706  0.000
H32 -2.327 -6.148 1.338  0.000
H33 -0.315 -7.314 0.511  0.000
H34 1.314 -6.106 -0.893  0.000
H35 0.899 -3.753 -1.510  0.001

- 2S+1: 2
- ΔE to the lowest compared entry with this formula, charge and spin: 136.4 kJ/mol
- Total energy: -6672.3218 Ha
- Total charge: +1



Entry from the OMol25 dataset: C30H35BrN8Pt as an isolated structure in a non-equilibrium geometry (ωB97M-V/def2-TZVPD).

Last column: Mulliken spin population.
Geometry (Å):
Pt1 -0.257 0.542 0.336  1.417
C1 -2.687 2.604 0.020  -0.001
N1 -2.465 1.163 -0.252  0.374
C2 -2.611 0.837 -1.676  0.023
C3 -1.421 1.334 -2.448  -0.016
C4 -1.518 1.786 -3.754  0.007
C5 -0.369 2.203 -4.412  -0.005
C6 0.846 2.174 -3.739  0.010
C7 0.868 1.706 -2.438  0.003
N2 -0.239 1.285 -1.819  0.209
C8 -3.278 0.312 0.629  0.020
C9 -2.872 0.551 2.055  -0.014
C10 -3.772 0.492 3.106  0.010
C11 -3.311 0.707 4.398  -0.007
C12 -1.971 1.010 4.599  0.014
C13 -1.134 1.071 3.498  -0.011
N3 -1.578 0.831 2.264  0.264
C14 -1.477 3.384 0.471  -0.007
C15 -1.616 4.728 0.792  0.008
C16 -0.489 5.472 1.099  -0.008
C17 0.759 4.861 1.053  0.016
C18 0.821 3.516 0.751  0.000
N4 -0.279 2.801 0.486  0.282
H1 -3.477 2.718 0.764  -0.002
H2 -3.048 3.088 -0.891  0.000
H3 -3.529 1.269 -2.083  0.002
H4 -2.692 -0.247 -1.787  0.004
H5 -2.480 1.823 -4.248  0.002
H6 -0.420 2.557 -5.434  0.000
H7 1.758 2.523 -4.204  0.002
H8 1.793 1.671 -1.875  0.003
H9 -3.109 -0.735 0.361  0.002
H10 -4.345 0.512 0.497  0.006
H11 -4.819 0.291 2.915  0.002
H12 -3.994 0.658 5.237  0.001
H13 -1.578 1.205 5.587  0.002
H14 -0.091 1.341 3.616  0.007
H15 -2.600 5.181 0.789  0.004
H16 -0.576 6.519 1.359  0.000
H17 1.668 5.412 1.251  0.002
H18 1.775 3.007 0.711  0.002
C19 4.660 -2.783 -1.237  0.014
C20 4.476 -1.280 -1.151  -0.001
N5 3.058 -0.983 -0.961  0.056
C21 2.048 -1.769 -1.343  -0.020
N6 0.786 -1.342 -1.079  0.790
C22 -0.337 -2.119 -1.554  -0.037
C23 -0.028 -3.597 -1.737  0.020
C24 1.226 -3.712 -2.578  -0.003
N7 2.307 -2.922 -1.985  0.196
C25 3.675 -3.359 -2.238  -0.010
H19 4.500 -3.241 -0.259  0.002
H20 5.677 -3.015 -1.545  -0.001
H21 4.834 -0.803 -2.067  0.007
H22 5.035 -0.852 -0.321  0.002
H23 2.800 -0.132 -0.492  -0.002
H24 -0.640 -1.686 -2.522  0.081
H25 -1.168 -1.967 -0.862  0.013
H26 -0.857 -4.098 -2.233  0.000
H27 0.127 -4.071 -0.765  0.001
H28 1.042 -3.347 -3.596  0.011
H29 1.552 -4.746 -2.656  0.000
H30 3.954 -3.074 -3.261  0.017
H31 3.697 -4.449 -2.220  0.006
Br1 2.192 0.536 2.052  0.064
C26 1.285 -1.095 2.436  0.026
C27 1.769 -1.975 3.377  0.006
C28 1.011 -3.114 3.631  -0.001
C29 -0.179 -3.305 2.940  0.006
C30 -0.575 -2.357 2.014  0.002
N8 0.153 -1.263 1.753  0.126
H32 2.692 -1.773 3.905  0.000
H33 1.347 -3.830 4.371  0.000
H34 -0.797 -4.174 3.123  0.001
H35 -1.509 -2.467 1.475  0.003

- 2S+1: 5
- ΔE to the lowest compared entry with this formula, charge and spin: 26.1 kJ/mol
- Total energy: -4294.0717 Ha
- Total charge: +4



Entry from the OMol25 dataset: C30H35CdCl3N7O5 as an isolated structure in a non-equilibrium geometry (ωB97M-V/def2-TZVPD).

Last column: Mulliken charge in e.
Geometry (Å):
Cd1 -1.188 -1.051 -0.592  4.799
C1 4.567 -3.856 2.798  -1.736
C2 3.187 -3.378 2.468  0.347
C3 2.299 -2.966 3.427  -0.685
C4 1.061 -2.371 3.086  0.585
C5 0.224 -1.941 4.133  -0.958
N1 -0.585 -0.906 4.126  0.014
C6 -0.519 0.174 3.178  0.517
C7 -0.584 1.540 3.872  -0.735
C8 0.228 2.551 3.051  -0.964
N2 -0.207 2.555 1.685  0.467
C9 -0.851 3.512 1.070  -0.211
C10 -1.385 3.352 -0.213  0.067
C11 -1.999 4.463 -0.830  -0.638
C12 -2.614 4.357 -2.049  0.014
C13 -3.254 5.530 -2.720  -1.753
C14 -2.652 3.092 -2.654  -0.629
C15 -2.062 1.961 -2.117  1.082
C16 -2.168 0.746 -2.894  -1.073
N3 -1.815 -0.429 -2.557  0.058
C17 -1.977 -1.476 -3.550  -1.288
C18 -1.523 -2.845 -3.044  -1.010
C19 -0.038 -2.875 -2.666  -0.676
N4 0.165 -2.580 -1.272  0.009
C20 1.164 -3.084 -0.672  -0.867
C21 1.528 -2.912 0.721  0.979
C22 2.764 -3.372 1.128  -0.543
C23 0.635 -2.302 1.689  -0.121
O1 -0.471 -1.800 1.385  -1.442
C24 -1.363 2.049 -0.860  0.097
O2 -0.739 1.085 -0.327  -0.128
H1 4.790 -3.731 3.854  0.377
H2 5.310 -3.311 2.217  0.359
H3 4.672 -4.909 2.542  0.371
H4 2.573 -3.006 4.473  0.455
H5 0.270 -2.486 5.070  0.517
H6 -1.266 -0.801 4.869  0.343
H7 -1.303 0.070 2.417  -0.101
H8 0.450 0.085 2.682  -0.066
H9 -0.142 1.481 4.869  0.397
H10 -1.615 1.881 3.964  0.368
H11 1.284 2.258 3.076  0.265
H12 0.130 3.555 3.471  0.513
H13 -0.181 1.686 1.111  -0.630
H14 -0.971 4.463 1.581  0.453
H15 -1.958 5.413 -0.318  0.412
H16 -3.015 6.453 -2.201  0.386
H17 -4.336 5.405 -2.728  0.341
H18 -2.919 5.625 -3.752  0.374
H19 -3.172 3.000 -3.598  0.560
H20 -2.597 0.908 -3.894  0.328
H21 -1.388 -1.205 -4.438  0.501
H22 -3.032 -1.539 -3.853  0.572
H23 -1.708 -3.572 -3.836  0.434
H24 -2.124 -3.136 -2.180  0.276
H25 0.488 -2.094 -3.232  0.019
H26 0.407 -3.843 -2.930  0.545
H27 1.848 -3.748 -1.220  0.325
H28 3.444 -3.766 0.384  0.482
Cl1 -5.746 -2.866 -0.702  -0.134
C25 -5.128 -1.516 0.237  0.696
Cl2 -5.519 -1.748 1.941  -0.157
Cl3 -5.854 -0.013 -0.334  -0.143
C26 -3.586 -1.397 0.119  -0.117
O3 -3.084 -0.338 0.516  -0.721
O4 -2.983 -2.359 -0.362  -0.650
C27 4.655 1.672 -0.700  -0.977
N5 3.529 1.001 -1.287  0.078
C28 3.281 0.977 -2.708  -0.637
C29 1.970 0.165 -2.769  -0.043
O5 1.393 -0.163 -3.777  -0.674
N6 1.596 -0.115 -1.487  0.528
C30 2.498 0.393 -0.678  -0.021
N7 2.343 0.325 0.666  0.298
H29 5.534 1.498 -1.320  0.327
H30 4.854 1.290 0.300  0.325
H31 4.483 2.750 -0.639  0.298
H32 4.092 0.502 -3.264  0.378
H33 3.118 1.978 -3.115  0.330
H34 1.620 -0.335 0.916  -1.053
H35 3.169 0.344 1.243  0.318

- Total energy: -3471.8810 Ha
- Total charge: +1



What is the total charge in the first record?
+1



Which formula does entry 3 have?
C30H35CdCl3N7O5



Which formula does entry 3 have?
C30H35CdCl3N7O5